Record 1
Computed, not measured: C34H23Cl4N2O4PS2Sc as an isolated structure, with wB97M-V/def2-TZVPD.

Geometry (Å):
Sc: 0.86404 -1.00901 -0.57579
C: -4.46558 -0.21015 3.65799
C: -4.63216 0.89158 2.83492
C: -3.65659 1.22101 1.90380
C: -2.50634 0.44472 1.77790
C: -2.34093 -0.65523 2.62356
C: -3.31433 -0.97884 3.55695
P: -1.12614 0.81603 0.63867
C: -1.82204 1.99467 -0.56916
C: -1.02896 3.04095 -1.03468
C: -1.46351 3.84865 -2.07460
C: -2.69894 3.62651 -2.66149
C: -3.49500 2.58198 -2.21176
C: -3.05621 1.76797 -1.18018
C: -0.04613 1.85563 1.65468
C: -0.55847 2.87101 2.42102
C: 0.29432 3.72550 3.14152
C: 1.64578 3.54582 3.05281
C: 2.20306 2.50518 2.27400
C: 3.60684 2.35309 2.18534
C: 4.12450 1.35157 1.42435
C: 3.26723 0.45006 0.75148
C: 1.88767 0.51073 0.79618
C: 1.35548 1.60485 1.56821
H: -5.23068 -0.46998 4.37924
H: -5.52262 1.50278 2.91499
H: -3.79023 2.09011 1.27358
H: -1.45307 -1.26411 2.54503
H: -3.17344 -1.84069 4.19643
H: -0.04919 3.20847 -0.60492
H: -0.81477 4.63284 -2.43967
H: -3.03525 4.25166 -3.47889
H: -4.45913 2.39380 -2.66845
H: -3.69089 0.95615 -0.84889
H: -1.63069 3.02672 2.46517
H: -0.12132 4.52205 3.74565
H: 2.32203 4.20821 3.58265
H: 4.24796 3.04611 2.71847
H: 5.19773 1.23209 1.33213
H: 3.75086 -0.32119 0.16390
Cl: 2.59394 -2.70473 1.13196
C: 4.03348 -3.06256 0.21125
C: 5.02813 -3.74034 0.89592
C: 6.19525 -4.08757 0.23752
C: 6.33791 -3.74695 -1.09811
C: 5.32829 -3.06632 -1.75162
Cl: 5.60419 -2.68192 -3.42832
C: 4.12006 -2.67905 -1.13743
S: 2.93191 -1.76652 -2.01922
H: 4.87306 -3.99036 1.93573
H: 6.98175 -4.61718 0.75757
H: 7.23406 -4.00107 -1.64679
O: -1.79052 -3.98146 -0.31867
Cl: -0.47034 -3.63817 0.08625
O: 0.09598 -4.64324 0.90882
O: -0.49565 -2.32579 0.80997
O: 0.38570 -3.32929 -1.06242
Cl: -5.15530 -1.72779 -1.46362
C: -3.59870 -1.56992 -2.21760
C: -3.46498 -1.59208 -3.58944
C: -2.19274 -1.43358 -4.11396
C: -1.12649 -1.24473 -3.25178
N: -1.27152 -1.22067 -1.92475
C: -2.48419 -1.39561 -1.41392
H: -4.32826 -1.72689 -4.22667
H: -2.02328 -1.44552 -5.18126
H: -0.12247 -1.09653 -3.62508
H: -2.57494 -1.39275 -0.33502
S: 1.65429 2.65715 -3.65282
C: 1.22219 1.41146 -2.71346
N: 0.89430 0.51065 -2.03519

Summary:
total charge	-1
LUMO level	0.0853	Ha
orbital gap	7.32	eV

Atomic partial charges in e from the Löwdin method, atoms 1 to 2: atom 1 (Sc): 0.650, atom 2 (C): -0.096


Record 2
Computed, not measured: C34H23Cl5F2N8RuS2 as an isolated structure, with wB97M-V/def2-TZVPD.

Geometry (Å):
Ru: 0.46952 0.64410 0.57780
C: -1.05330 -1.50145 -4.00006
N: -0.93652 -2.53380 -2.99057
C: -1.60535 -3.73464 -2.96705
C: -1.26412 -4.36531 -1.83375
N: -0.37751 -3.54868 -1.14220
C: -0.18423 -2.39951 -1.87059
S: 0.84642 -1.07905 -1.64685
C: 0.14945 -3.92450 0.12545
C: 0.33032 -5.28415 0.37095
C: 0.74235 -5.67390 1.63071
C: 0.96999 -4.69884 2.58782
C: 0.81218 -3.37512 2.22243
N: 0.41250 -2.98483 1.01213
H: -1.47145 -1.92643 -4.90852
H: -0.06885 -1.08880 -4.20199
H: -1.70298 -0.70190 -3.64198
H: -2.25557 -4.04998 -3.76262
H: -1.59374 -5.30642 -1.43707
H: 0.16928 -6.01240 -0.41044
H: 0.88529 -6.72160 1.85647
H: 1.27692 -4.95998 3.59064
H: 0.99706 -2.57369 2.92709
N: -1.32786 3.98798 -1.89432
C: -2.65518 4.35385 -1.68194
C: -3.21409 5.40559 -2.40078
C: -4.54406 5.74089 -2.23034
C: -5.33481 5.02653 -1.34138
C: -4.78006 3.99582 -0.60338
C: -3.44340 3.66388 -0.76367
S: -2.71346 2.39944 0.20932
N: -1.19423 2.19064 -0.40114
C: -0.65808 2.94253 -1.31976
C: 0.70078 2.67823 -1.74597
C: 1.34543 3.42078 -2.74520
C: 2.64520 3.13565 -3.09534
C: 3.30371 2.10418 -2.44322
C: 2.61262 1.41475 -1.47006
N: 1.35253 1.67960 -1.13053
H: -0.80741 4.54693 -2.54340
H: -2.59275 5.94717 -3.10503
H: -4.97363 6.55608 -2.79520
H: -6.38004 5.27493 -1.22597
H: -5.37601 3.43338 0.10431
H: 0.84582 4.23782 -3.24350
H: 3.14872 3.71008 -3.86024
H: 4.32363 1.84455 -2.68322
H: 3.09070 0.60696 -0.93380
N: 5.11176 -3.94259 -0.39437
C: 4.75694 -3.11105 0.31427
C: 4.23333 -2.08037 1.15469
C: 4.81708 -1.70052 2.35949
C: 4.18429 -0.72157 3.10324
C: 3.01178 -0.15959 2.62650
N: 2.46175 -0.50532 1.46080
C: 3.06309 -1.44582 0.74201
H: 5.73364 -2.16212 2.70017
H: 4.58618 -0.39318 4.05049
H: 2.49142 0.58988 3.20371
H: 2.60201 -1.72754 -0.19479
Cl: 0.47442 1.18542 4.49353
C: -0.78056 0.33852 3.65075
C: -0.76684 0.20843 2.26064
C: -1.85693 -0.50285 1.74894
Cl: -1.94113 -0.64537 0.02625
C: -2.83894 -1.12248 2.50641
Cl: -4.05467 -2.07788 1.75670
C: -2.80159 -0.97911 3.88939
Cl: -3.99961 -1.71631 4.86678
C: -1.78153 -0.21906 4.45638
Cl: -1.77327 0.00842 6.16006
F: 0.84583 3.45599 1.00581
C: 1.34245 2.27991 1.50945
F: 2.69113 2.29590 1.20750
H: 1.26626 2.35287 2.59115

Summary:
spin multiplicity	2
total charge	+1
LUMO level (alpha / beta)	-0.1160 / -0.1320	Ha
orbital gap (alpha / beta)	6.61 / 6.17	eV

Atomic partial charges in e from the Löwdin method, atoms 1 to 2: atom 1 (Ru): 1.079, atom 2 (C): -0.031


Record 3
Computed, not measured: C34H24I2N5O7V as an isolated structure, with wB97M-V/def2-TZVPD.

Geometry (Å):
V: -0.74669 -0.56755 -0.12779
N: -0.98536 -0.00229 1.86059
C: -0.69589 -0.86043 2.97266
C: -1.05308 -0.45696 4.25580
C: -0.73788 -1.22903 5.35718
C: -0.07070 -2.42752 5.16701
C: 0.26443 -2.84635 3.89615
C: -0.03410 -2.07396 2.76888
C: 0.25078 -2.63976 1.43799
C: 1.35590 -3.48745 1.28964
C: 1.51223 -4.26561 0.16249
C: 0.50947 -4.28085 -0.79546
C: -0.54897 -3.39211 -0.69505
C: -0.63460 -2.49125 0.35861
H: -0.46025 0.87065 1.96767
H: -1.98900 0.27388 1.89683
H: -1.57305 0.48163 4.38733
H: -1.00988 -0.90409 6.35034
H: 0.17758 -3.04524 6.01471
H: 0.73934 -3.80651 3.76375
H: 2.10608 -3.50637 2.06792
H: 2.39650 -4.87063 0.03243
H: 0.58443 -4.94415 -1.64414
H: -1.29078 -3.35496 -1.48725
I: -1.36001 1.62183 -3.25679
C: -2.77418 2.11110 -1.76753
C: -3.55797 3.24218 -1.93856
C: -4.37775 3.67923 -0.92572
I: -5.46287 5.46786 -1.23615
C: -4.44712 2.98676 0.29956
C: -5.21580 3.39053 1.40755
C: -5.20756 2.63854 2.55599
C: -4.40348 1.49796 2.60775
N: -3.64306 1.11019 1.60711
C: -3.66883 1.80504 0.45794
C: -2.81519 1.33152 -0.60313
O: -2.11138 0.27292 -0.43929
H: -3.50051 3.78685 -2.86907
H: -5.80587 4.29382 1.33863
H: -5.79478 2.92097 3.41479
H: -4.37107 0.87950 3.49464
O: -0.43103 -1.05584 -2.02371
C: 0.80951 -1.11049 -1.87156
O: 1.30403 -0.86698 -0.74254
C: 1.63779 -1.43409 -3.06160
C: 0.96388 -1.57801 -4.27047
C: 1.67303 -1.87498 -5.42535
C: 3.04821 -2.04933 -5.39295
C: 3.70013 -1.92447 -4.17230
C: 3.01452 -1.61165 -3.00052
N: 5.12685 -2.14579 -4.13306
O: 5.69737 -2.27014 -5.19715
O: 5.65793 -2.20046 -3.04286
N: 0.95918 -1.99511 -6.67678
O: -0.24994 -1.93093 -6.62985
O: 1.61396 -2.14989 -7.68523
H: -0.10768 -1.45049 -4.30238
H: 3.60235 -2.28639 -6.29128
H: 3.54244 -1.50775 -2.06367
N: 0.74062 1.82695 -0.01972
C: 1.50714 2.55238 0.90574
C: 2.28052 1.86841 1.84458
C: 3.04883 2.56930 2.75429
C: 3.04590 3.95486 2.74807
C: 2.26552 4.63650 1.83015
C: 1.49535 3.94442 0.91439
H: 0.48136 2.38574 -0.82869
H: 1.24247 0.98814 -0.31217
H: 2.28906 0.78416 1.83091
H: 3.66129 2.03118 3.46247
H: 3.66532 4.49738 3.44405
H: 2.26680 5.71546 1.81613
H: 0.89823 4.47803 0.18703

Summary:
spin multiplicity	3
total charge	0
LUMO level (alpha / beta)	-0.0426 / -0.0425	Ha
orbital gap (alpha / beta)	6.38 / 7.12	eV

Atomic partial charges in e from the Löwdin method, atoms 1 to 2: atom 1 (V): 0.925, atom 2 (N): 0.035


Record 4
Computed, not measured: C34H25AsN8SW as an isolated structure, with wB97M-V/def2-TZVPD.

Geometry (Å):
W: -0.12052 1.41834 -0.11298
N: -3.69166 -0.93204 0.75471
C: -2.52318 -0.59533 0.25828
N: -2.15094 0.65002 0.03807
C: -3.06900 1.70351 0.31102
N: -2.77080 2.91001 -0.03169
N: -1.54451 2.91904 -0.66396
C: -1.35459 3.72121 -1.65835
C: -0.23585 3.42928 -2.49680
C: 0.14412 4.13716 -3.57463
C: 1.21273 3.68789 -4.43920
C: 1.80293 2.50543 -4.24684
C: 1.42288 1.61051 -3.11747
N: 0.39947 2.18347 -2.17192
C: -4.32427 1.36990 0.96038
C: -5.23309 2.34829 1.36745
C: -6.41963 1.97448 1.96246
C: -6.71845 0.62494 2.15358
C: -5.83027 -0.35617 1.75709
C: -4.63606 0.02589 1.16567
H: -3.91086 -1.91136 0.87276
H: -1.83308 -1.39424 0.00647
H: -2.06085 4.51396 -1.88376
H: -0.37564 5.05752 -3.80979
H: 1.50239 4.31581 -5.26966
H: 2.58480 2.13793 -4.90016
H: 1.16983 0.60479 -3.46208
H: -4.99105 3.38951 1.20725
H: -7.12497 2.72957 2.27979
H: -7.65344 0.34158 2.61674
H: -6.05925 -1.40453 1.90441
S: 0.00672 1.65155 2.13741
C: -0.01788 0.00494 2.85514
C: -0.49681 -0.10624 4.15381
C: -0.50754 -1.34801 4.77349
C: -0.02088 -2.46708 4.11468
C: 0.47596 -2.35108 2.82287
C: 0.46140 -1.12157 2.17674
As: 1.24101 -0.78517 0.44288
C: 0.87879 -2.26985 -0.73473
C: 1.55632 -2.28421 -1.95336
C: 1.28660 -3.27759 -2.88186
C: 0.33127 -4.24800 -2.60572
C: -0.34623 -4.23162 -1.39470
C: -0.07505 -3.24399 -0.45698
C: 3.13232 -0.75070 0.75943
C: 3.69223 0.40065 1.30309
C: 5.04564 0.42345 1.59559
C: 5.82872 -0.69337 1.33707
C: 5.26461 -1.83982 0.79582
C: 3.90781 -1.87788 0.51008
H: -0.84520 0.77281 4.68078
H: -0.87676 -1.43428 5.78654
H: -0.00638 -3.42649 4.61359
H: 0.89615 -3.21828 2.32739
H: 2.32910 -1.55166 -2.16536
H: 1.83425 -3.30044 -3.81479
H: 0.12440 -5.02374 -3.33027
H: -1.07459 -5.00024 -1.17229
H: -0.58303 -3.26187 0.50162
H: 3.08421 1.27991 1.48576
H: 5.49155 1.31524 2.01448
H: 6.88719 -0.66881 1.55887
H: 5.88030 -2.70620 0.59613
H: 3.46803 -2.77249 0.08826
N: 1.44232 2.29767 -1.10375
C: 2.35781 1.65322 -1.92042
N: 3.52941 1.26186 -1.64420
C: 4.13777 0.55776 -2.61353
N: 4.67127 -0.07476 -3.41640

Summary:
spin multiplicity	3
total charge	+2
LUMO level (alpha / beta)	-0.2700 / -0.2662	Ha
orbital gap (alpha / beta)	6.49 / 6.68	eV

Atomic partial charges in e from the Löwdin method, atoms 1 to 2: atom 1 (W): 1.218, atom 2 (N): 0.168


Record 5
Computed, not measured: C34H25AuIN2P as an isolated structure, with wB97M-V/def2-TZVPD.

Geometry (Å):
Au: 1.80039 -0.17058 0.15030
C: 2.20099 5.72519 -0.21451
C: 1.67757 5.56905 1.06496
C: 1.57678 4.31150 1.63153
C: 2.00806 3.21661 0.88774
C: 2.52015 3.35660 -0.39594
C: 2.62410 4.62435 -0.94739
N: 1.95010 1.88837 1.40354
N: 1.74148 1.74713 2.62774
C: 1.58202 0.38522 3.01305
C: 1.49062 0.08198 4.36223
C: 1.35583 -1.24466 4.75874
C: 1.32368 -2.25456 3.81719
C: 1.40407 -1.96481 2.44973
C: 1.55361 -0.65063 2.07006
H: 2.28622 6.71520 -0.63871
H: 1.35349 6.43603 1.62383
H: 1.18608 4.17326 2.62861
H: 2.85572 2.48503 -0.93711
H: 3.03825 4.75393 -1.93359
H: 1.54075 0.88609 5.08162
H: 1.28039 -1.48388 5.80891
H: 1.22807 -3.28267 4.13013
H: 1.36883 -2.76548 1.72828
I: 2.47584 -0.36639 -2.45010
C: 1.51489 -2.20597 -2.77544
C: 2.32767 -3.13565 -3.37488
C: 1.77727 -4.31691 -3.90967
C: 0.42564 -4.47605 -3.90459
C: -0.42460 -3.52250 -3.29323
C: -1.82813 -3.69278 -3.38477
C: -2.68901 -2.79212 -2.83228
C: -2.16803 -1.74461 -2.06203
C: -0.81006 -1.55869 -1.90953
P: -0.49392 -0.41751 -0.55161
C: -1.11780 1.20656 -0.95436
C: -0.47549 1.98792 -1.92089
C: -1.01244 3.20253 -2.29399
C: -2.18878 3.64961 -1.70877
C: -2.83593 2.87677 -0.75655
C: -2.30521 1.65912 -0.36960
C: -1.32204 -1.08031 0.89893
C: -1.50881 -0.27601 2.02636
C: -2.01915 -0.82518 3.18642
C: -2.32651 -2.17917 3.24066
C: -2.12210 -2.98620 2.13309
C: -1.61471 -2.44258 0.96228
C: 0.11182 -2.39014 -2.62280
H: 3.38571 -2.95707 -3.48353
H: 2.42534 -5.04778 -4.36395
H: -0.02809 -5.33164 -4.37893
H: -2.20293 -4.54724 -3.92587
H: -3.75611 -2.90101 -2.93891
H: -2.86641 -1.10235 -1.53574
H: 0.43177 1.64540 -2.39418
H: -0.51863 3.80119 -3.04205
H: -2.60785 4.59894 -2.00296
H: -3.76062 3.21659 -0.31763
H: -2.83248 1.05878 0.35735
H: -1.25691 0.77550 2.00218
H: -2.17918 -0.19798 4.05111
H: -2.72669 -2.60484 4.15027
H: -2.36304 -4.03723 2.17428
H: -1.46152 -3.08130 0.10496

Summary:
total charge	+2
LUMO level	-0.3033	Ha
orbital gap	5.76	eV

Atomic partial charges in e from the Löwdin method, atoms 1 to 2: atom 1 (Au): 0.757, atom 2 (C): -0.045


Record 6
Computed, not measured: C34H25BrLiN9O4S as an isolated structure, with wB97M-V/def2-TZVPD.

Geometry (Å):
Li: -0.39031 1.11115 1.31634
N: 5.11626 1.74648 7.55572
C: 4.04625 1.37081 6.71835
C: 3.42025 2.31552 5.90824
C: 2.35234 1.94930 5.10481
C: 1.90048 0.64033 5.10407
C: 2.50695 -0.30067 5.91419
C: 3.57052 0.06091 6.72452
S: 0.53385 0.20889 4.01121
O: -0.50534 1.14751 4.35051
O: 0.23713 -1.18958 4.23120
N: 1.04474 0.54518 2.52932
C: 2.04131 -0.18529 1.98042
N: 2.80393 -1.02980 2.72523
C: 3.71989 -1.74035 2.09331
C: 3.95249 -1.65358 0.73114
C: 3.17104 -0.71413 0.06432
N: 2.25352 0.01406 0.65849
H: 5.62255 2.54813 7.21590
H: 5.73917 0.98521 7.77199
H: 3.77959 3.33956 5.90904
H: 1.85717 2.66892 4.46367
H: 2.13990 -1.31852 5.87978
H: 4.05128 -0.67571 7.36079
H: 4.30368 -2.41468 2.71923
H: 4.69659 -2.25487 0.22821
H: 3.29308 -0.54011 -1.00336
O: -1.35319 2.65640 1.25367
C: -2.34966 3.07991 1.90578
C: -2.56536 4.48720 2.09114
C: -3.64182 4.99240 2.77511
C: -4.61244 4.13731 3.31099
C: -4.44185 2.77446 3.15892
C: -3.34662 2.21896 2.49424
C: -3.16002 0.77860 2.44662
N: -2.15662 0.11362 1.90332
C: -2.36471 -1.21204 2.16530
C: -3.51888 -1.38037 2.86286
N: -4.02309 -0.10760 3.03246
H: -1.81764 5.14869 1.66862
H: -3.73878 6.06497 2.91735
H: -5.46852 4.53500 3.84319
H: -5.20436 2.12371 3.58007
H: -1.65350 -1.95632 1.85410
H: -4.01899 -2.24920 3.25381
H: -4.84128 0.12846 3.55637
Br: -1.04703 -3.94363 -11.89652
C: -0.83378 -2.94203 -10.27560
C: -0.55465 -1.58751 -10.34745
C: -0.40161 -0.86741 -9.17876
C: -0.51857 -1.47446 -7.91230
C: -0.79225 -2.86128 -7.88535
C: -0.94863 -3.58350 -9.05180
N: -0.35310 -0.66055 -6.81793
N: -0.46565 -1.29297 -5.68521
C: -0.30112 -0.59956 -4.57307
C: -0.00858 0.80007 -4.51358
C: 0.13637 1.46174 -3.34664
C: 0.00817 0.81863 -2.04310
O: 0.11481 1.44391 -1.00126
C: -0.23012 -0.65413 -2.08286
N: -0.24819 -1.29151 -0.90367
C: -0.44618 -2.59070 -0.88588
C: -0.67965 -3.34236 -2.04088
C: -0.66683 -2.70015 -3.25497
C: -0.40823 -1.32199 -3.31140
H: -0.44914 -1.10388 -11.31009
H: -0.17799 0.19156 -9.20966
H: -0.86564 -3.34909 -6.92469
H: -1.15748 -4.64549 -9.02435
H: 0.09235 1.31064 -5.46324
H: 0.34256 2.52569 -3.33543
H: -0.42170 -3.07205 0.08682
H: -0.85539 -4.40875 -1.97039
H: -0.84374 -3.22808 -4.18129

Summary:
total charge	-2
LUMO level	0.1276	Ha
orbital gap	5.35	eV

Atomic partial charges in e from the Löwdin method, atoms 1 to 2: atom 1 (Li): 0.569, atom 2 (N): 0.065


no.,electronic energy (Ha)
1,-5459.1510
2,-5139.2324
3,-3649.7775
4,-4449.1465
5,-2194.2744
6,-5084.3255